Entry 1:
Entry from OMol25: C2H4ClNO3 in the gas phase at a distorted geometry (ωB97M-V/def2-TZVPD).

Structure (XYZ):
```
11
Properties=species:S:1:pos:R:3:lowdin_spin:R:1
C 0.19 0.87 0.47 0.023
C -0.41 -0.52 0.45 0.018
N -0.40 -1.06 -0.93 0.452
O 0.30 -0.36 -1.68 0.775
O -1.02 -2.00 -1.21 0.662
O 1.60 0.93 0.45 0.002
Cl -2.13 -0.50 1.05 0.039
H -0.29 1.51 1.24 0.003
H -0.16 1.31 -0.52 0.008
H 0.42 -1.19 1.12 0.019
H 1.88 1.00 -0.44 0.000
```

Computed properties:
⟨S²⟩ = 2.008
Multiplicity = 3
Gap between HOMO and LUMO (spin up / spin down) = 8.805 / 7.241 eV
Energy above the lowest of the compared OMol25 structures with the same formula, charge and spin = 384.60 kJ/mol
Max |F| = 11.15 eV/A
Total energy = -818.99693 hartree
Net charge = 0
Lowest unoccupied orbital energy (spin up / spin down) = 0.73 / -3.94 eV

Entry 2:
Entry from OMol25: a 2-piece molecular cluster, H3N2O2S2 overall at a distorted geometry (ωB97M-V/def2-TZVPD).

Structure (XYZ):
```
9
Properties=species:S:1:pos:R:3:mulliken_charge:R:1
N -0.88 -0.68 -1.56 -0.244
N -0.98 -0.16 -0.39 -0.226
O 2.58 -0.63 -0.17 -0.495
O 4.20 -0.69 1.83 -0.555
S 4.86 0.90 -0.71 -0.616
S 3.42 0.27 0.55 0.366
H -1.11 0.13 -2.21 0.241
H 5.12 -0.49 1.89 0.296
H -0.77 -0.84 0.38 0.232
```

Computed properties:
Multiplicity = 1
Gap between HOMO and LUMO = 7.003 eV
Energy above the lowest of the compared OMol25 structures with the same formula, charge and spin = 98.31 kJ/mol
Max |F| = 3.64 eV/A
Total energy = -1058.14629 hartree
Net charge = -1
Lowest unoccupied orbital energy = 3.41 eV